Record 1
Formula: C24H43Br3N3O3
Source: OMol25
Level of theory: wB97M-V/def2-TZVPD

HOMO energy: -11.5 eV
net charge: +1
electronic energy: -9051.9295 a.u.
LUMO energy: -4.1 eV
HOMO-LUMO gap: 0.271 Eh

Atoms and positions in Å:
1 C 3.79029 -1.55394 5.74939
2 C 2.48534 -1.85422 5.72910
3 C 1.86622 -3.04671 5.01510
4 N 1.06325 -2.61554 3.83298
5 C 1.52226 -2.79749 2.42932
6 C 2.89767 -3.44897 2.34236
7 O 3.89245 -2.91156 2.20588
8 Br 2.90784 -5.42161 2.44306
9 C -0.06356 -2.00596 3.98804
10 N -0.64137 -1.68475 5.15923
11 C -2.04714 -2.22790 5.24098
12 C -2.88980 -1.86392 4.01927
13 C -4.24467 -2.63324 4.16497
14 C -5.34226 -1.59718 4.42637
15 O -5.56875 -1.26740 5.50294
16 Br -6.33671 -0.83484 2.94042
17 C -2.09180 -2.25704 2.76053
18 C -2.86170 -1.92970 1.47962
19 C -2.00518 -2.15346 0.20093
20 C -1.76528 -0.85822 -0.61888
21 C -0.28158 -0.72800 -1.08774
22 C -0.13485 -0.74822 -2.61231
23 C -0.75919 0.48612 -3.31138
24 C 0.23459 1.64916 -3.50666
25 C -0.16677 2.50449 -4.74027
26 C 0.98374 3.44934 -5.17670
27 C 0.40338 4.84808 -5.50546
28 C 1.49181 5.71433 -6.22891
29 C 1.60977 7.10652 -5.54525
30 C 1.95796 8.22235 -6.58687
31 N -0.76208 -1.61053 2.82760
32 Br -0.83709 0.26335 2.74102
33 H 4.39173 -1.39008 4.85422
34 H 4.29176 -1.40349 6.70498
35 H 1.80943 -1.20216 6.28618
36 H 1.15442 -3.48107 5.72404
37 H 2.58286 -3.83418 4.79479
38 H 0.80208 -3.38030 1.85955
39 H 1.62003 -1.80641 1.98168
40 H -0.17793 -2.03093 5.99380
41 H -2.51350 -1.82286 6.13893
42 H -2.00984 -3.32411 5.28057
43 H -3.15243 -0.80251 4.00949
44 H -4.51136 -3.19345 3.26678
45 H -4.23433 -3.28755 5.03699
46 H -1.91030 -3.34460 2.81574
47 H -3.24219 -0.90777 1.57976
48 H -3.74049 -2.57298 1.40597
49 H -2.51847 -2.86314 -0.45209
50 H -1.07713 -2.64858 0.50670
51 H -2.38522 -0.93544 -1.51658
52 H -2.07161 0.04514 -0.08755
53 H 0.29791 -1.57304 -0.69458
54 H 0.13608 0.19013 -0.65832
55 H -0.61021 -1.63762 -3.04421
56 H 0.92695 -0.81297 -2.87746
57 H -1.64293 0.78245 -2.73358
58 H -1.11657 0.18664 -4.30116
59 H 1.22241 1.22553 -3.71712
60 H 0.25425 2.33617 -2.65547
61 H -1.00873 3.13691 -4.44232
62 H -0.44487 1.82978 -5.55330
63 H 1.72016 3.57532 -4.37483
64 H 1.50524 3.06851 -6.05967
65 H -0.47985 4.74748 -6.14133
66 H 0.13385 5.33038 -4.56215
67 H 2.43746 5.16992 -6.15816
68 H 1.22187 5.83207 -7.27990
69 H 0.64466 7.33403 -5.08907
70 H 2.38542 7.09631 -4.77705
71 H 1.23428 9.03716 -6.51043
72 H 1.96385 7.83762 -7.60607
73 H 2.94187 8.62277 -6.33191
74 O 4.89888 -5.38682 -0.56980
75 H 4.40346 -5.25014 0.24585
76 H 5.56023 -4.68549 -0.57059

Atoms 1-3, force components in eV/Å:
0.5 0.2 0.0
-0.2 -0.3 0.0
-0.4 1.6 -0.3

Record 2
Formula: C24H43ClN4O2Pd
Source: OMol25
Level of theory: wB97M-V/def2-TZVPD

HOMO energy (alpha / beta): 2.6 / -3.2 eV
net charge: -2
electronic energy: -1897.6660 a.u.
LUMO energy (alpha / beta): 4.2 / 1.9 eV
spin multiplicity: 5
HOMO-LUMO gap (alpha / beta): 0.061 / 0.188 Eh
relative energy (zero: lowest compared OMol25 entry of this formula, charge and spin): 0.00 kJ/mol

Atoms and positions in Å:
1 Pd 0.68872 -0.25660 0.18168
2 Cl -1.20543 0.46763 1.37259
3 C 4.11465 -1.64009 1.70628
4 C 1.94327 -1.45567 1.23206
5 N 2.97125 -0.92069 1.94035
6 H 4.36759 -3.52562 0.57852
7 N 2.40679 -2.65228 0.79873
8 H 5.06228 -1.28172 2.03634
9 C 2.90425 0.37649 2.64644
10 C 3.93092 0.38666 3.76553
11 C 3.11551 1.51922 1.66018
12 H 4.96226 0.36436 3.38474
13 H 3.84010 1.31830 4.34581
14 H 3.76752 -0.44994 4.46831
15 H 1.48542 1.56621 3.74835
16 H 1.29752 -0.21344 4.01037
17 H 2.27781 1.60103 0.94183
18 C 1.55618 0.56706 3.29099
19 H 4.04306 1.36793 1.08781
20 H 3.18643 2.46718 2.22686
21 H 0.77245 0.57816 2.52691
22 C 3.76630 -2.73392 1.00373
23 C 2.00898 -4.28197 -1.01085
24 H 2.99341 -4.77227 -0.98873
25 H 1.27785 -5.00724 -1.40539
26 C 1.55642 -3.79324 0.35442
27 H -0.51170 -4.11666 -0.02033
28 C 1.72068 -4.92802 1.37226
29 H 1.42241 -4.58556 2.37008
30 H 2.04616 -3.44210 -1.71177
31 H 0.04638 -2.51399 -0.46784
32 H 2.76326 -5.27920 1.41067
33 H 1.08431 -5.77669 1.07915
34 C 0.12728 -3.29367 0.30748
35 H -0.20671 -2.92255 1.28181
36 C -3.97890 3.05612 -1.39688
37 N -2.65662 2.77540 -1.12266
38 H -5.57308 1.82018 -2.08970
39 N -3.58366 0.93538 -1.78805
40 H -4.45889 4.01604 -1.31548
41 C -1.83052 3.78510 -0.39353
42 C -2.32017 5.18549 -0.71624
43 C -2.00998 3.56998 1.10438
44 H -3.31641 5.37980 -0.31864
45 H -1.66669 5.91202 -0.23341
46 H -2.31316 5.40046 -1.78670
47 H 0.18812 4.45030 -0.33551
48 H -0.30757 3.77196 -1.92088
49 H -1.52581 2.62032 1.36628
50 C -0.38660 3.65166 -0.83242
51 H -3.07380 3.51580 1.38731
52 H -1.52201 4.38312 1.65504
53 H 0.02419 2.67363 -0.54393
54 C -4.55205 1.91451 -1.79676
55 C -4.44029 -0.99061 -0.54910
56 H -5.28659 -0.41816 -0.14410
57 H -4.77098 -2.02886 -0.65320
58 C -3.99426 -0.48804 -1.92084
59 H -3.09724 -2.36823 -2.29834
60 C -5.13494 -0.59489 -2.93823
61 H -4.87459 -0.14426 -3.90182
62 H -3.58711 -0.94977 0.14219
63 H -1.92868 -1.09377 -1.78093
64 H -6.07808 -0.15470 -2.60090
65 H -5.37208 -1.64317 -3.15374
66 C -2.81274 -1.30659 -2.39478
67 H -2.58741 -1.10290 -3.45171
68 C -2.39193 1.45563 -1.35343
69 C 3.87214 0.46684 -1.97641
70 C 2.76827 -0.56822 -1.77445
71 O 3.09570 -1.76664 -1.69141
72 O 1.52483 -0.10708 -1.78730
73 H 3.68551 1.40669 -1.46595
74 H 4.86903 0.12537 -1.71820
75 H 3.82149 0.71698 -3.03491

Atoms 1-3, force components in eV/Å:
-0.6 0.2 -1.3
0.0 -0.9 0.4
0.2 -0.1 0.3

Record 3
Formula: C24H43CoN2OP3
Source: OMol25
Level of theory: wB97M-V/def2-TZVPD

HOMO energy (alpha / beta): -15.4 / -15.6 eV
net charge: +3
electronic energy: -3530.8141 a.u.
LUMO energy (alpha / beta): -9.4 / -13.8 eV
spin multiplicity: 5
HOMO-LUMO gap (alpha / beta): 0.219 / 0.068 Eh
relative energy (zero: lowest compared OMol25 entry of this formula, charge and spin): 39.60 kJ/mol

Atoms and positions in Å:
1 Co 0.53247 -0.17030 1.08753
2 P 1.95320 -1.19721 2.27481
3 P 1.68285 1.59052 0.33816
4 P -0.42214 -2.31121 0.16472
5 H -0.52717 1.77582 -8.72856
6 C -1.47230 1.23195 -8.60609
7 C -2.61529 1.87545 -8.30689
8 H -2.63916 2.96381 -8.17088
9 C 3.37694 -2.10100 1.54579
10 C 2.77809 -0.05592 3.45085
11 C 1.23646 -2.39199 3.46537
12 C 0.94240 2.74697 -0.88384
13 C 2.05203 2.86035 1.61964
14 C 3.35483 1.35362 -0.40599
15 C -1.76717 -2.34596 -1.10411
16 C -1.32450 -3.36808 1.40268
17 C 0.69495 -3.56544 -0.58950
18 H -1.45650 0.14916 -8.78212
19 H -3.56893 1.33951 -8.22475
20 H 4.07217 -2.44004 2.32650
21 H 3.92484 -1.44172 0.86164
22 H 3.03522 -2.97633 0.98165
23 H 3.39376 -0.60853 4.17342
24 H 2.02357 0.50056 4.01849
25 H 3.42533 0.65608 2.92812
26 H 1.81958 -3.32055 3.52345
27 H 0.20980 -2.64909 3.19083
28 H 1.21056 -1.94797 4.46793
29 H 1.43230 3.72821 -0.83715
30 H -0.12096 2.85515 -0.64104
31 H 1.03228 2.34013 -1.89788
32 H 3.02217 3.32968 1.40489
33 H 2.07710 2.44299 2.62942
34 H 1.26575 3.62479 1.57035
35 H 3.73372 2.33289 -0.73314
36 H 3.28825 0.68801 -1.27694
37 H 4.04956 0.92563 0.32916
38 H -2.32141 -3.29100 -1.02557
39 H -1.34415 -2.26295 -2.11200
40 H -2.46874 -1.51702 -0.96064
41 H -2.08197 -3.96687 0.87822
42 H -1.84425 -2.74997 2.14488
43 H -0.63255 -4.05178 1.90558
44 H 0.08474 -4.32115 -1.10643
45 H 1.30606 -4.05437 0.17991
46 H 1.34326 -3.06509 -1.32074
47 C -0.83709 0.44415 -2.33451
48 C 0.36540 -0.06413 -2.95362
49 C 0.43900 -0.19180 -4.32837
50 C -0.65982 0.11386 -5.13480
51 C -1.85919 0.53858 -4.55135
52 C -1.96854 0.69605 -3.18872
53 O -0.94142 0.68005 -1.08572
54 H 1.40054 -0.78954 0.07325
55 H 1.19985 -0.32336 -2.30069
56 H 1.37022 -0.53836 -4.77194
57 H -0.58835 0.01817 -6.21986
58 H -2.72235 0.76176 -5.17492
59 H -2.88070 1.03413 -2.69879
60 N -3.23006 0.20301 2.62761
61 C -2.29816 -0.14330 1.71547
62 N -1.09967 0.32570 2.07732
63 C -1.26418 1.03371 3.27460
64 C -0.36184 1.76270 4.07561
65 C -0.87264 2.36239 5.23448
66 C -2.22814 2.24142 5.58683
67 C -3.12473 1.52519 4.77764
68 C -2.60899 0.95209 3.63307
69 H -4.20935 -0.05660 2.56760
70 H -2.50346 -0.65887 0.77668
71 H 0.67030 1.85855 3.76304
72 H -0.18197 2.93751 5.87156
73 H -2.57166 2.72229 6.50980
74 H -4.18007 1.41493 5.02895

Atoms 1-3, force components in eV/Å:
-2.2 -0.6 -1.8
2.2 -1.3 2.3
1.1 2.1 -1.1

Record 4
Formula: C24H43HfNP2
Source: OMol25
Level of theory: wB97M-V/def2-TZVPD

HOMO energy: -12.7 eV
net charge: +2
electronic energy: -1724.6153 a.u.
LUMO energy: -8.3 eV
HOMO-LUMO gap: 0.161 Eh
relative energy (zero: lowest compared OMol25 entry of this formula, charge and spin): 0.00 kJ/mol

Atoms and positions in Å:
1 P -1.11839 -1.63308 -2.95930
2 P 0.03088 1.05061 -4.38597
3 C -1.47598 -1.11933 -4.65274
4 C -0.19696 -0.56033 -5.27511
5 H -2.24264 -0.33635 -4.47779
6 H -1.92361 -1.94806 -5.19987
7 H 0.76286 -1.05905 -5.05251
8 H -0.26090 -0.41116 -6.35865
9 C -1.29043 1.69001 -5.80741
10 H -1.44854 2.77013 -5.91366
11 H -2.26802 1.20743 -5.78272
12 H -0.81635 1.39463 -6.76017
13 C 1.08431 2.23549 -5.72263
14 H 1.42971 1.55636 -6.51690
15 H 1.93662 2.79370 -5.31296
16 H 0.47930 3.00840 -6.20888
17 C -2.27845 -2.96980 -2.62299
18 H -2.54708 -2.96298 -1.56250
19 H -1.76146 -3.89758 -2.89363
20 H -3.18514 -2.81022 -3.22668
21 C 0.59418 -2.30384 -2.89448
22 H 1.37223 -1.62307 -3.27268
23 H 0.50378 -3.17909 -3.54397
24 H 0.89886 -2.63366 -1.88770
25 Hf -0.78208 -0.52796 -1.09370
26 C 0.52749 3.81796 -3.44115
27 C -0.80386 3.73524 -3.73601
28 C -1.80653 2.82246 -2.99549
29 C -1.31437 1.57742 -2.22405
30 C 2.47379 0.75948 -4.66352
31 C 2.95846 1.53339 -3.69608
32 C 2.10328 1.87184 -2.43566
33 C 1.32369 3.23926 -2.33294
34 C -0.73516 -2.29802 0.34933
35 H 1.11197 4.49344 -4.06122
36 H -1.18766 4.19126 -4.62234
37 H -2.59706 2.51106 -3.71586
38 H -2.31522 3.45765 -2.24377
39 H -0.43485 1.86336 -1.62526
40 H -2.15957 1.33463 -1.53548
41 H 2.96610 -0.05655 -5.21440
42 H 4.04776 1.94062 -3.57708
43 H 2.63551 1.83976 -1.45265
44 H 1.35541 1.05566 -2.24501
45 H 0.72566 3.20324 -1.40598
46 H 2.07906 4.02107 -2.15341
47 H 0.14672 -2.27590 1.01693
48 H -0.71631 -3.29733 -0.11255
49 H -1.59693 -2.31283 1.03147
50 C -0.60481 0.55080 3.23730
51 N -1.27969 1.03321 2.03938
52 C -2.70066 1.32022 2.17509
53 C -0.61188 1.40740 0.94626
54 C 0.81780 1.12816 0.79447
55 C 1.75328 1.93585 1.47761
56 C 3.10025 1.59800 1.45280
57 C 3.50044 0.43460 0.78530
58 C 2.56146 -0.35131 0.08446
59 C 1.21902 0.02045 0.00665
60 H -1.37188 0.06686 3.85358
61 H -0.16154 1.38441 3.80613
62 H 0.18468 -0.17632 3.00466
63 H -2.86772 2.36749 2.47603
64 H -3.21948 1.13121 1.22741
65 H -3.10976 0.65886 2.94456
66 H -2.28773 -0.38363 -0.32822
67 H -1.10810 2.16809 0.31576
68 H 1.38124 2.81866 2.00780
69 H 3.81598 2.24912 1.96071
70 H 4.55964 0.14833 0.81952
71 H 2.90480 -1.25706 -0.42242

Atoms 1-3, force components in eV/Å:
-1.0 -3.9 -6.3
1.1 2.0 -5.6
0.3 -0.3 0.1